[1]
{"formula": "C41H41IN5O3Ti", "method": "ωB97M-V with the def2-TZVPD basis set", "orbital_gap_ev": [4.51, 7.07], "homo_ha": [-0.0757, -0.1697], "total_charge": -1, "energy_ha": -3233.7421, "lumo_energy_ev": [2.449, 2.449], "s2": 2.02, "multiplicity": 3, "symbols": ["Ti", "C", "C", "C", "N", "C", "C", "C", "C", "C", "C", "C", "N", "C", "C", "C", "N", "C", "C", "C", "C", "C", "C", "C", "N", "C", "C", "H", "H", "H", "H", "H", "H", "H", "H", "H", "H", "H", "H", "H", "H", "H", "H", "H", "H", "H", "H", "H", "H", "H", "H", "H", "H", "O", "C", "C", "O", "O", "C", "C", "C", "C", "C", "C", "C", "C", "C", "C", "C", "C", "H", "H", "H", "H", "H", "H", "H", "H", "H", "H", "H", "I", "C", "C", "C", "C", "N", "C", "H", "H", "H", "H"], "positions_angstrom": [[0.6398, 0.1213, -0.7481], [4.2698, -2.5519, 0.5049], [3.7140, -1.4384, 1.3934], [2.1750, -1.4356, 1.4346], [1.5590, -0.1447, 1.2101], [1.4081, 0.7073, 2.1866], [1.9989, 0.5081, 3.4684], [1.9273, 1.2291, 4.6349], [1.2375, 2.4052, 4.9272], [0.4619, 3.1167, 4.0367], [0.1758, 2.8917, 2.6948], [0.5574, 1.8636, 1.8094], [0.1553, 1.8228, 0.5466], [-0.6071, 2.9585, 0.0554], [-0.8049, 2.8870, -1.4447], [0.5010, 2.9378, -2.2242], [1.3328, 1.7670, -1.9985], [2.6439, 1.8560, -1.9535], [3.3868, 3.0467, -1.7507], [4.7179, 3.3337, -1.9840], [5.7003, 2.5648, -2.5920], [5.5415, 1.2498, -3.0129], [4.5099, 0.3649, -2.7778], [3.3092, 0.5240, -2.0294], [2.5991, -0.4632, -1.5469], [3.0773, -1.8323, -1.7098], [4.3799, -2.1888, -0.9745], [3.6518, -3.4488, 0.6266], [5.2714, -2.8295, 0.8467], [4.0651, -0.4655, 1.0380], [4.1095, -1.5577, 2.4057], [1.8186, -1.8705, 2.3757], [1.7883, -2.0982, 0.6601], [2.6271, -0.3696, 3.5278], [2.5015, 0.8100, 5.4561], [1.3170, 2.7885, 5.9371], [-0.0184, 4.0019, 4.4433], [-0.5020, 3.6220, 2.2798], [-0.0856, 3.8970, 0.2940], [-1.5903, 3.0057, 0.5431], [-1.4159, 3.7415, -1.7506], [-1.3819, 1.9953, -1.7075], [1.0080, 3.8859, -2.0251], [0.2552, 2.9505, -3.2946], [2.8081, 3.8694, -1.3500], [5.0179, 4.3370, -1.6957], [6.6586, 3.0341, -2.7771], [6.3726, 0.8329, -3.5745], [4.6586, -0.6305, -3.1776], [3.2079, -2.0346, -2.7797], [2.2795, -2.5040, -1.3851], [5.0814, -1.3584, -1.0757], [4.8337, -3.0355, -1.5000], [-2.7059, 0.3405, -0.0060], [-2.9767, -0.8978, 0.6435], [-1.7126, -1.8200, 0.5732], [-1.8085, -2.9863, 0.9145], [-0.6535, -1.2383, 0.1532], [-4.1295, -1.5826, -0.0560], [-4.6779, -2.7512, 0.4694], [-5.7128, -3.3962, -0.1867], [-6.2135, -2.8863, -1.3784], [-5.6669, -1.7284, -1.9074], [-4.6297, -1.0785, -1.2495], [-3.2359, -0.5716, 2.1182], [-4.5164, -0.3373, 2.6033], [-4.7067, 0.1004, 3.9079], [-3.6187, 0.3187, 4.7398], [-2.3351, 0.0909, 4.2615], [-2.1492, -0.3564, 2.9635], [-1.7472, 0.4116, 0.1106], [-4.2702, -3.1592, 1.3843], [-6.1229, -4.3088, 0.2284], [-7.0172, -3.3972, -1.8949], [-6.0365, -1.3299, -2.8445], [-4.1838, -0.1896, -1.6728], [-5.3700, -0.4950, 1.9565], [-5.7118, 0.2778, 4.2718], [-3.7692, 0.6659, 5.7548], [-1.4733, 0.2694, 4.8939], [-1.1427, -0.5302, 2.5983], [-1.9734, -4.6725, -3.0567], [-1.6157, -2.6136, -3.2292], [-2.3956, -1.8512, -4.1098], [-2.0423, -0.4932, -4.1994], [-1.0492, 0.0231, -3.4140], [-0.3409, -0.7079, -2.4872], [-0.6219, -2.0599, -2.4739], [-3.2058, -2.2819, -4.6772], [-2.5490, 0.1645, -4.8954], [-0.7644, 1.0592, -3.5163], [-0.0524, -2.6710, -1.7878]]}

***

[2]
{"formula": "C4H10N3O", "method": "ωB97M-V with the def2-TZVPD basis set", "smiles": "CN[C@H](C)N=[N+]=CO", "orbital_gap_ev": 9.78, "homo_ha": -0.5438, "total_charge": 1, "energy_ha": -397.5499, "lumo_energy_ev": -5.019, "symbols": ["C", "N", "C", "C", "N", "N", "C", "O", "H", "H", "H", "H", "H", "H", "H", "H", "H", "H"], "positions_angstrom": [[1.0750, 0.5569, 1.5066], [0.5135, -0.0088, 0.3259], [-0.7988, -0.6870, 0.1949], [-0.6514, -2.1209, -0.3130], [-1.8390, 0.1761, -0.4536], [-1.3927, 1.1891, -0.9838], [-0.1334, 1.6994, -0.9045], [0.6792, 2.0444, -1.8361], [1.3405, 1.6462, 1.3711], [0.3878, 0.5161, 2.2886], [1.8960, -0.0890, 1.7954], [1.2710, -0.4173, -0.1739], [-1.2936, -0.7203, 1.2340], [-1.6075, -2.6402, -0.4353], [-0.1156, -2.7362, 0.4176], [-0.0724, -2.1527, -1.3434], [0.1378, 2.2042, 0.0768], [0.6035, 1.5401, -2.7674]]}